Entry 1:
CH2N2O5 | the ωB97M-V functional and the def2-TZVPD basis

```
10
CH2N2O5, DFT the ωB97M-V functional and the def2-TZVPD basis
C 0.515 0.341 0.736
N 0.268 -0.581 1.672
N -0.176 -0.685 -0.861
O 1.066 1.384 0.626
O -0.226 -0.595 2.936
O -0.852 -1.333 1.946
O -0.104 0.931 -2.513
O 0.403 -0.326 -1.966
H -1.167 -0.608 -0.771
H 0.273 1.471 -1.805
```

Properties
- Kohn-Sham gap (alpha / beta): 9.50 / 9.50 eV
- LUMO level (alpha / beta): -0.09 / -0.09 eV
- ΔE to the lowest compared entry with this formula, charge and spin: 132.2 kcal/mol



Entry 2:
C5H9N2O | the ωB97M-V functional and the def2-TZVPD basis

```
17
C5H9N2O, DFT the ωB97M-V functional and the def2-TZVPD basis
C -1.995 -0.280 -0.032
C -1.084 -1.161 0.456
C -0.852 1.698 -0.214
C 0.727 0.371 0.168
C 1.063 -0.152 -1.163
N -1.886 1.052 -0.198
N 0.201 -0.753 1.005
O 1.551 1.187 0.907
H -2.968 -0.615 -0.279
H -1.227 -2.232 0.481
H -0.330 2.649 -0.301
H 2.123 -0.594 -1.224
H 0.942 0.613 -1.967
H 0.282 -0.962 -1.266
H 0.055 -0.432 1.932
H 0.864 -1.452 0.957
H 2.535 1.061 0.736
```

Properties
- Total charge: +1
- Kohn-Sham gap: 8.33 eV
- LUMO level: -4.49 eV
- ΔE to the lowest compared entry with this formula, charge and spin: 111.5 kcal/mol



Entry 3:
C8H9FSe | the ωB97M-V functional and the def2-TZVPD basis

```
19
C8H9FSe, DFT the ωB97M-V functional and the def2-TZVPD basis
C 2.493 -1.056 -0.803
C 1.628 -1.988 -0.286
C 2.172 0.222 -1.360
C 0.243 -2.175 -0.062
C 0.993 0.898 -1.389
C -0.777 -1.343 -0.415
C -2.071 1.194 1.855
C -1.897 1.382 0.359
F 1.072 2.181 -1.946
Se -2.098 -0.300 -0.697
H 3.544 -1.373 -0.926
H 2.114 -2.953 -0.047
H 3.083 0.630 -1.859
H -0.154 -2.944 0.544
H -3.140 0.839 2.005
H -1.301 0.789 2.535
H -2.348 2.151 2.305
H -0.859 1.682 0.113
H -2.697 2.163 0.075
```

Properties
- Kohn-Sham gap: 6.43 eV
- LUMO level: -1.04 eV
- ΔE to the lowest compared entry with this formula, charge and spin: 144.4 kcal/mol



Entry 4:
C26H58F3N3O9S2 | the ωB97M-V functional and the def2-TZVPD basis

```
101
C26H58F3N3O9S2, DFT the ωB97M-V functional and the def2-TZVPD basis
C -5.030 0.147 1.513
O -5.033 -0.018 0.118
C -5.297 1.210 -0.558
C -3.962 1.847 -0.949
C -4.122 3.265 -1.493
C -2.782 3.951 -1.802
C -2.095 4.425 -0.503
C -0.628 3.996 -0.317
C -0.309 2.531 -0.652
C 0.408 1.810 0.521
C 1.302 0.619 0.078
C 0.968 -0.723 0.755
C -0.427 -1.133 0.220
O -0.379 -1.572 -1.117
C -0.969 -0.708 -2.079
C 0.788 -0.521 2.269
O 1.723 0.466 2.783
C 2.032 0.304 4.057
F 2.919 -0.653 4.246
F 2.579 1.424 4.483
F 0.985 0.059 4.821
N 1.962 -1.748 0.411
C 3.284 -1.485 1.002
C 4.344 -2.166 0.116
N 4.405 -1.557 -1.214
C 1.559 -3.103 0.817
C 1.189 -4.017 -0.380
C -0.086 -4.821 -0.152
N -0.037 -6.066 -0.948
H -4.457 1.023 1.837
H -4.579 -0.724 1.981
H -6.053 0.252 1.888
H -5.912 1.022 -1.433
H -5.805 1.885 0.135
H -3.372 1.868 -0.031
H -3.514 1.208 -1.708
H -4.676 3.840 -0.748
H -4.748 3.213 -2.386
H -2.165 3.282 -2.401
H -3.040 4.787 -2.451
H -2.717 4.164 0.351
H -2.096 5.515 -0.538
H 0.016 4.685 -0.861
H -0.388 4.164 0.734
H 0.235 2.403 -1.587
H -1.262 2.018 -0.763
H 1.052 2.564 0.967
H -0.379 1.539 1.220
H 2.333 0.917 0.251
H 1.197 0.520 -0.998
H -0.803 -1.980 0.805
H -1.155 -0.340 0.391
H -1.510 -1.342 -2.783
H -0.167 -0.240 -2.655
H -1.692 -0.007 -1.680
H 0.900 -1.447 2.828
H -0.216 -0.139 2.456
H 3.368 -1.831 2.037
H 3.556 -0.431 1.014
H 5.325 -2.043 0.580
H 4.166 -3.237 0.044
H 3.720 -1.978 -1.829
H 4.179 -0.575 -1.112
H 0.728 -3.125 1.525
H 2.369 -3.616 1.326
H 1.995 -4.747 -0.501
H 1.156 -3.441 -1.297
H -0.215 -5.075 0.901
H -0.948 -4.241 -0.487
H 0.743 -6.059 -1.591
H -0.882 -6.178 -1.492
O 5.641 5.147 2.370
S 6.787 4.674 3.084
O 7.459 3.479 2.682
O 6.422 4.571 4.631
C 5.253 3.813 4.999
C 5.500 2.319 4.955
C 7.968 5.973 3.224
H 4.409 4.095 4.367
H 5.010 4.115 6.017
H 5.658 1.976 3.932
H 4.648 1.783 5.363
H 6.392 2.058 5.526
H 7.463 6.870 3.573
H 8.391 6.137 2.235
H 8.745 5.666 3.919
O -2.754 -4.167 -5.428
S -3.805 -3.222 -5.214
O -3.678 -2.182 -4.240
O -5.166 -4.007 -4.955
C -5.178 -5.006 -3.917
C -5.261 -4.392 -2.533
C -4.258 -2.500 -6.755
H -4.307 -5.657 -4.012
H -6.060 -5.617 -4.102
H -4.350 -3.846 -2.287
H -5.403 -5.170 -1.782
H -6.088 -3.685 -2.474
H -4.401 -3.292 -7.486
H -3.444 -1.846 -7.060
H -5.171 -1.926 -6.619
```

Properties
- SMILES string: COCCCCCCCCC[C@](COC)(COC(F)(F)F)N(CCN)CCCN.CCOS(C)(=O)=O.CCOS(C)(=O)=O
- Kohn-Sham gap: 8.98 eV
- LUMO level: 0.44 eV



Entry 5:
C2H4N2O | the ωB97M-V functional and the def2-TZVPD basis

```
9
C2H4N2O, DFT the ωB97M-V functional and the def2-TZVPD basis
N -0.821 1.272 1.311
C -1.117 0.420 0.508
N 0.248 -0.853 -0.009
C 1.052 -0.507 -1.045
O 2.250 -0.705 -1.058
H -1.531 1.944 1.575
H -1.339 -0.347 -0.197
H 0.776 -1.168 0.801
H 0.483 -0.054 -1.886
```

Properties
- Kohn-Sham gap: 9.91 eV
- LUMO level: 0.60 eV
- ΔE to the lowest compared entry with this formula, charge and spin: 79.9 kcal/mol



Entry 6:
C4H8N2S | the ωB97M-V functional and the def2-TZVPD basis

```
15
C4H8N2S, DFT the ωB97M-V functional and the def2-TZVPD basis
C 1.762 0.452 1.289
C 0.594 -0.443 0.532
C 0.219 0.012 -1.015
C -1.624 -0.278 0.568
H 2.885 0.151 1.030
H 1.689 1.589 1.114
H 1.652 -0.169 2.405
H 1.024 -1.394 0.848
H 0.598 -0.844 -1.763
H 0.628 1.067 -1.229
H -2.542 0.937 -2.776
H -2.759 -0.377 0.759
N -1.344 -0.115 -0.846
N -0.570 -0.309 1.279
S -2.212 -0.280 -2.195
```

Properties
- SMILES string: C[C@@H]1CN(S)C=N1
- Kohn-Sham gap: 9.46 eV
- LUMO level: 0.76 eV
- ΔE to the lowest compared entry with this formula, charge and spin: 93.9 kcal/mol



Repeat the third record exactly.
C8H9FSe | the ωB97M-V functional and the def2-TZVPD basis

```
19
C8H9FSe, DFT the ωB97M-V functional and the def2-TZVPD basis
C 2.493 -1.056 -0.803
C 1.628 -1.988 -0.286
C 2.172 0.222 -1.360
C 0.243 -2.175 -0.062
C 0.993 0.898 -1.389
C -0.777 -1.343 -0.415
C -2.071 1.194 1.855
C -1.897 1.382 0.359
F 1.072 2.181 -1.946
Se -2.098 -0.300 -0.697
H 3.544 -1.373 -0.926
H 2.114 -2.953 -0.047
H 3.083 0.630 -1.859
H -0.154 -2.944 0.544
H -3.140 0.839 2.005
H -1.301 0.789 2.535
H -2.348 2.151 2.305
H -0.859 1.682 0.113
H -2.697 2.163 0.075
```

Properties
- Kohn-Sham gap: 6.43 eV
- LUMO level: -1.04 eV
- ΔE to the lowest compared entry with this formula, charge and spin: 144.4 kcal/mol